Computed, not measured: a cluster of 2 separate species, C13H27N2OS in total, with ωB97M-V/def2-TZVPD.

Its charge is +1. For the HOMO-LUMO gap, the calculation gives 9.22 eV. The calculation puts the LUMO energy at -2.49 eV. The calculated total energy is -1094.26193 a.u. The value obtained for the largest force on an atom is 0.8 eV/A. Its highest occupied orbital energy is -11.713 eV.

Atoms and positions in Å:
O: 1.554 4.942 4.000
C: 2.160 3.975 3.639
C: 2.959 3.851 2.358
C: 3.688 2.510 2.455
C: 3.026 1.777 3.657
S: 1.890 0.431 3.141
N: 2.300 2.803 4.396
H: 3.639 4.706 2.340
H: 2.309 3.917 1.482
H: 3.577 1.892 1.564
H: 4.753 2.686 2.617
H: 3.794 1.295 4.263
H: 1.647 0.897 1.910
H: 1.395 2.479 4.723
C: 0.891 1.410 -1.152
C: -0.052 0.854 -2.221
C: -1.374 0.304 -1.690
N: -1.413 -1.175 -1.352
C: -1.444 -1.979 -2.630
C: -1.695 -3.458 -2.397
C: -2.983 -3.687 -1.611
C: -2.978 -2.880 -0.316
C: -2.691 -1.413 -0.578
C: -0.233 -1.551 -0.523
H: 1.368 0.626 -0.565
H: 1.686 1.992 -1.614
H: 0.353 2.069 -0.467
H: 0.461 0.118 -2.844
H: -0.315 1.671 -2.894
H: -2.167 0.438 -2.424
H: -1.667 0.832 -0.782
H: -2.242 -1.550 -3.237
H: -0.494 -1.811 -3.134
H: -1.757 -3.936 -3.375
H: -0.845 -3.920 -1.890
H: -3.105 -4.747 -1.392
H: -3.840 -3.391 -2.223
H: -2.260 -3.295 0.394
H: -3.950 -2.939 0.174
H: -2.599 -0.847 0.349
H: -3.487 -0.970 -1.178
H: -0.190 -0.889 0.338
H: 0.666 -1.461 -1.125
H: -0.335 -2.577 -0.189

---

Computed, not measured: the ion C6H10N with charge +1, with ωB97M-V/def2-TZVPD.

Its charge is +1. For the HOMO-LUMO gap (spin up / spin down), the calculation gives 5.79 / 5.79 eV. The calculation puts the LUMO energy (spin up / spin down) at -6.32 / -6.32 eV. The calculated total energy is -288.90228 a.u. The value obtained for the largest force on an atom is 4.6 eV/A. Its highest occupied orbital energy (spin up / spin down) is -12.113 / -12.110 eV. The value obtained for the energy relative to the best compared isomer or geometry (same formula, charge and spin) is 4.917 eV.

Atoms and positions in Å:
C: -0.813 -0.873 0.563
C: 1.030 0.494 -0.323
C: -0.143 1.220 1.823
C: -0.129 -0.342 -0.628
C: -0.161 -0.290 1.827
C: -0.476 -0.803 -1.991
N: 1.118 0.755 1.075
H: -1.830 -0.461 0.470
H: -1.144 -1.906 0.390
H: 1.891 -0.061 -0.610
H: 1.017 1.385 -0.764
H: -0.950 1.656 1.103
H: 0.201 1.869 2.581
H: 0.048 -1.751 -2.172
H: -0.083 -0.191 -2.756
H: -1.527 -1.158 -2.184
H: 1.952 0.456 1.595

---

Computed, not measured: the ion C4H9NOS with charge -2, with ωB97M-V/def2-TZVPD.

Its charge is -2. For the HOMO-LUMO gap, the calculation gives 5.80 eV. The SMILES is [O-]CNCCC[S-]. The calculation puts the LUMO energy at 5.99 eV. The calculated total energy is -685.88084 a.u. The value obtained for the largest force on an atom is 2.6 eV/A. Its highest occupied orbital energy is 0.188 eV. The value obtained for the energy relative to the best compared isomer or geometry (same formula, charge and spin) is 1.023 eV.

Atoms and positions in Å:
O: -1.466 -2.049 -2.505
C: -1.178 -2.010 -1.209
N: -0.193 -0.809 -0.891
C: -0.294 -0.237 0.459
C: 0.996 0.556 0.746
C: 0.738 2.101 0.839
S: 2.336 2.967 1.210
H: -2.109 -2.096 -0.662
H: -0.564 -2.893 -0.934
H: -0.317 -0.162 -1.683
H: -0.352 -1.101 1.123
H: -1.250 0.421 0.407
H: 1.818 0.372 -0.039
H: 1.508 0.094 1.701
H: -0.037 2.353 1.595
H: 0.361 2.494 -0.155